# 1
# C28H49N5O10

A 4-piece molecular cluster, C28H49N5O10 overall in a non-equilibrium geometry (ωB97M-V with the def2-TZVPD basis set, the OMol25 dataset).

XYZ file:
```
92
Properties=species:S:1:pos:R:3:lowdin_charge:R:1
N 1.4909 -5.1444 -5.0727 0.187
C 0.8294 -4.1746 -5.3939 -0.172
O 0.1380 -2.9342 -5.6379 0.012
C 0.2835 -2.1962 -4.3994 -0.077
C -0.6317 -2.0251 -3.3228 0.045
C -2.1036 -2.5987 -3.2306 -0.064
C -2.9698 -2.2558 -1.9525 0.041
C -4.4260 -2.8083 -1.9366 -0.097
N -5.0833 -3.5968 -2.9393 0.010
C -4.2584 -3.9237 -4.0676 -0.115
C -2.7867 -3.4931 -4.3367 0.021
C 0.2399 -1.1375 -2.3164 -0.247
O -0.1254 -0.9050 -1.1367 0.115
O 1.4551 -0.7439 -2.9891 0.080
C 1.6917 -1.4537 -4.2241 -0.234
O 2.6853 -1.4597 -4.9774 0.141
H -2.5394 -1.6330 -1.0892 0.090
H -5.0621 -2.5221 -1.0123 0.109
H -4.7452 -4.5887 -4.8810 0.108
H -2.2161 -3.7949 -5.2812 0.093
C 4.2631 -4.5265 -6.4715 -0.132
O 5.3135 -4.7546 -7.4002 -0.198
C 6.4800 -3.9763 -7.1249 -0.208
C 7.6365 -4.8861 -6.7054 -0.210
N 7.3963 -5.4681 -5.3842 -0.055
C 8.3354 -6.5369 -5.0352 -0.199
C 8.2860 -7.8209 -5.8781 -0.223
O 7.0793 -8.5626 -5.7308 -0.181
C 6.0251 -8.1570 -6.5885 -0.100
H 3.3825 -5.0713 -6.8153 0.066
H 4.5325 -4.9013 -5.4798 0.078
H 4.0142 -3.4625 -6.4151 0.076
H 6.2919 -3.1975 -6.3776 0.122
H 6.7525 -3.4773 -8.0603 0.118
H 8.5633 -4.3036 -6.6810 0.121
H 7.7393 -5.6665 -7.4674 0.101
H 6.4561 -5.8478 -5.3564 0.068
H 8.1208 -6.8106 -3.9962 0.117
H 9.3543 -6.1351 -5.0482 0.115
H 9.0836 -8.4767 -5.5106 0.119
H 8.5101 -7.6424 -6.9354 0.108
H 6.3914 -7.7701 -7.5451 0.090
H 5.3993 -7.4134 -6.0924 0.071
H 5.3979 -9.0270 -6.7894 0.087
C -1.8739 1.9241 4.1303 -0.109
O -3.2869 1.9841 4.0048 -0.200
C -3.7399 3.1881 3.3812 -0.211
C -4.3629 2.8766 2.0188 -0.204
N -3.3430 2.4555 1.0572 -0.051
C -3.8974 1.9041 -0.1812 -0.192
C -4.6879 0.5906 -0.0755 -0.211
O -3.8956 -0.5320 0.3034 -0.241
C -3.7424 -0.7051 1.7040 -0.082
H -1.6229 1.0331 4.7096 0.090
H -1.3987 1.8402 3.1485 0.079
H -1.4901 2.8022 4.6581 0.084
H -2.9439 3.9358 3.2964 0.123
H -4.5158 3.6049 4.0309 0.114
H -4.8694 3.7707 1.6408 0.122
H -5.1128 2.0917 2.1673 0.103
H -2.7560 1.7483 1.4867 0.069
H -3.0473 1.7300 -0.8504 0.117
H -4.5226 2.6641 -0.6619 0.118
H -5.0655 0.3619 -1.0790 0.118
H -5.5732 0.6789 0.5632 0.112
H -4.6153 -0.3564 2.2651 0.093
H -2.8405 -0.1983 2.0506 0.074
H -3.6120 -1.7704 1.9018 0.091
C -3.8460 4.5916 6.9338 -0.112
O -3.0295 5.3097 6.0208 -0.219
C -3.4954 6.6407 5.7855 -0.206
C -2.4989 7.6575 6.3457 -0.208
N -2.4950 7.6400 7.8090 -0.055
C -1.3924 8.4016 8.4013 -0.197
C 0.0338 7.8879 8.1492 -0.221
O 0.3117 6.6315 8.7594 -0.179
C -0.0538 5.5018 7.9844 -0.102
H -3.4867 3.5610 6.9713 0.090
H -3.7735 5.0170 7.9389 0.080
H -4.8894 4.5847 6.6046 0.087
H -4.5021 6.8041 6.1857 0.123
H -3.5474 6.7676 4.6994 0.118
H -2.7707 8.6589 5.9966 0.122
H -1.5096 7.4091 5.9457 0.102
H -2.4267 6.6795 8.1278 0.068
H -1.5617 8.4005 9.4837 0.118
H -1.4636 9.4448 8.0752 0.116
H 0.7196 8.6029 8.6176 0.120
H 0.2974 7.8744 7.0860 0.108
H 0.0282 5.6899 6.9088 0.089
H -1.0657 5.1810 8.2381 0.069
H 0.6201 4.6827 8.2405 0.088
```

Values from the calculation:
- Maximum force: 6.804 eV Å⁻¹
- SMILES: N#COC1=C(c2ccncc2)C(=O)OC1=O.COCCNCCOC.COCCNCCOC.COCCNCCOC
- LUMO: -2.209 eV


# 2
# C5H7N

A single C5H7N molecule (ωB97M-V with the def2-TZVPD basis set, the OMol25 dataset).

XYZ file:
```
13
Properties=species:S:1:pos:R:3:lowdin_charge:R:1
C -2.2251 1.3377 0.2293 0.129
C -1.0752 1.0776 -0.0289 -0.088
C 0.2241 0.6272 -0.4639 -0.452
C 1.4244 1.1180 -0.1502 0.064
N 0.2356 -0.6925 -0.9876 -0.057
C 0.3164 -1.5045 0.2609 -0.103
H -3.2272 1.6218 0.4638 0.027
H 2.2657 0.6726 -0.6710 0.072
H 1.6104 1.7673 0.6907 0.067
H -0.5796 -0.8746 -1.5667 0.108
H -0.5040 -2.2138 0.3676 0.077
H 0.2702 -0.8559 1.1496 0.081
H 1.2883 -2.0000 0.3053 0.076
```

Values from the calculation:
- Maximum force: 0.815 eV Å⁻¹
- SMILES: C#CC(=C)NC
- LUMO: 0.944 eV


# 3
# C43H59GeKN9O5P

C43H59GeKN9O5P as an isolated structure in a non-equilibrium geometry (ωB97M-V with the def2-TZVPD basis set, the OMol25 dataset).

XYZ file:
```
119
Properties=species:S:1:pos:R:3:lowdin_charge:R:1
K 3.2430 -3.2823 -0.7303 0.761
N 6.3121 -3.0276 0.9544 0.057
C 5.6072 -3.9662 1.7439 -0.530
N 6.1330 -5.0384 2.3891 -0.045
N 5.0479 -5.6331 2.9410 -0.167
N 3.9387 -4.9464 2.6152 -0.148
N 4.2748 -3.8861 1.8642 -0.089
C 5.9996 -1.6739 0.7623 -0.506
N 6.9519 -0.6568 0.8713 -0.048
N 6.2415 0.4588 0.7638 -0.184
N 4.9403 0.1741 0.5840 -0.154
N 4.7725 -1.1692 0.5551 -0.081
H 7.3404 -3.2280 0.8807 0.130
O 0.5055 -2.3783 -1.3555 -0.005
O 0.2063 -1.6646 -2.3557 0.029
C -0.5670 0.0017 -6.0834 -0.084
C -0.4929 1.1740 -5.0846 -0.305
O 0.6303 1.0431 -4.1817 -0.102
H -1.3921 0.1917 -6.7676 0.064
H -0.6808 -0.9892 -5.5627 0.067
H 0.4109 -0.0739 -6.6113 0.081
H -1.4158 1.2587 -4.5454 0.085
H -0.3184 2.1641 -5.5660 0.116
H 0.4534 0.2523 -3.6258 0.059
C 5.5545 4.4679 3.6415 -0.216
C 5.1208 5.1257 2.3488 -0.211
C 4.0604 4.2752 1.6168 -0.236
C 2.7764 4.1508 2.4346 -0.426
C 3.0688 3.8577 3.9335 -0.203
C 4.5274 3.4968 4.1852 -0.214
P 1.7048 2.7634 1.6292 1.171
C 0.2596 2.3620 2.8365 -0.461
C -0.2140 3.2670 3.9541 -0.208
C -1.2857 2.5768 4.8201 -0.191
C -1.8155 1.2033 4.3508 -0.191
C -0.7025 0.2359 3.8500 -0.181
C 0.5562 0.9285 3.3132 -0.242
C 0.5201 3.6074 0.3570 -0.430
C 1.0644 3.2218 -1.0384 -0.243
C 0.2393 3.8919 -2.1659 -0.194
C 0.2472 5.4607 -2.1327 -0.191
C 0.6869 5.9697 -0.7080 -0.216
C 0.1173 5.1175 0.4319 -0.204
H 5.8023 5.2022 4.4022 0.097
H 6.4656 3.9224 3.4495 0.106
H 5.9866 5.1495 1.6069 0.121
H 4.7538 6.1618 2.3721 0.101
H 4.5285 3.3004 1.5051 0.097
H 3.9155 4.6884 0.5965 0.109
H 2.0885 4.9818 2.3617 0.070
H 2.3969 3.0572 4.2802 0.072
H 2.7732 4.7298 4.5347 0.110
H 4.7424 2.4529 3.8990 0.123
H 4.7694 3.3589 5.2678 0.113
H -0.5977 2.2396 2.1573 0.087
H -0.6244 4.1900 3.5071 0.106
H 0.5794 3.6673 4.6023 0.085
H -2.1406 3.2349 4.9131 0.089
H -0.8786 2.4606 5.8651 0.117
H -2.5908 1.3970 3.5859 0.091
H -2.3627 0.7240 5.1365 0.086
H -1.0881 -0.3655 3.0299 0.086
H -0.4203 -0.4705 4.6108 0.097
H 1.0228 0.3172 2.5137 0.096
H 1.3920 0.8994 4.0785 0.123
H -0.3531 2.9540 0.4745 0.075
H 1.0200 2.1231 -1.1218 0.104
H 2.1064 3.4790 -1.1969 0.098
H -0.8030 3.4922 -2.0804 0.113
H 0.6074 3.5591 -3.1261 0.078
H -0.7184 5.9508 -2.3951 0.096
H 0.9969 5.8444 -2.8757 0.102
H 0.4558 7.0374 -0.5317 0.098
H 1.8254 5.9125 -0.7387 0.115
H -0.9960 5.1850 0.4172 0.114
H 0.3945 5.5392 1.4090 0.078
O -0.6444 -4.8196 -1.7918 -0.143
C 0.1819 -4.9718 -0.8102 -0.679
O 1.3732 -5.3298 -0.9719 -0.104
C -0.4102 -4.6392 0.5494 -0.171
C -1.7997 -4.0473 0.4664 -0.214
Ge -2.6241 -3.3735 -1.3738 1.061
C -2.5542 -4.2047 -3.1527 -0.302
C -2.9054 -5.5528 -3.2105 -0.124
C -2.7890 -6.2566 -4.4388 -0.079
C -2.3498 -5.5915 -5.5760 -0.115
C -2.0675 -4.2325 -5.4959 -0.117
C -2.1903 -3.5208 -4.3240 -0.106
C -4.5055 -3.9898 -1.0465 -0.219
C -5.3902 -4.4579 -2.0823 -0.115
C -6.6496 -4.9230 -1.8319 -0.122
C -7.2094 -4.8017 -0.5665 -0.113
C -6.4307 -4.2023 0.4284 -0.110
C -5.1017 -3.8170 0.2144 -0.109
C -2.6869 -1.4153 -1.1831 -0.278
C -3.2679 -0.6836 -2.2008 -0.121
C -3.8253 0.5827 -1.9941 -0.115
C -3.8257 1.1320 -0.7378 -0.085
C -3.1858 0.3913 0.3069 -0.067
C -2.5914 -0.8359 0.0746 -0.106
H 0.2362 -3.9865 1.1012 0.099
H -0.4358 -5.6014 1.1575 0.139
H -1.9299 -3.1936 1.1219 0.023
H -2.5366 -4.7983 0.8201 0.062
H -3.3456 -6.0727 -2.3314 0.119
H -2.9871 -7.3393 -4.4557 0.098
H -2.2114 -6.0711 -6.5369 0.088
H -1.7624 -3.7254 -6.3933 0.085
H -1.9279 -2.4505 -4.2636 0.073
H -5.1212 -4.3694 -3.1047 0.084
H -7.2821 -5.3332 -2.6203 0.097
H -8.2382 -5.1173 -0.3110 0.098
H -6.8682 -4.0301 1.3865 0.080
H -4.5634 -3.3504 1.0206 0.089
H -3.4020 -1.0757 -3.2390 0.105
H -4.3446 1.0343 -2.8301 0.095
H -4.2783 2.1251 -0.5770 0.102
H -3.0917 0.8156 1.2854 0.073
H -2.1383 -1.3603 0.8949 0.074
```

Values from the calculation:
- Net charge: -2
- Maximum force: 4.760 eV Å⁻¹
- LUMO (alpha / beta): 2.014 / 1.893 eV


# 4
# C51H60CdNO3PS4Te

C51H60CdNO3PS4Te as an isolated structure (ωB97M-V with the def2-TZVPD basis set, the OMol25 dataset).

XYZ file:
```
122
Properties=species:S:1:pos:R:3:lowdin_charge:R:1
Cd 2.0369 0.4677 0.0097 1.205
C 3.4783 1.1232 -1.6763 -0.421
C 3.1872 0.2993 -2.8391 -0.271
C 2.3529 1.0028 -3.6743 -0.236
C 2.1312 2.3081 -3.1205 -0.249
C 2.8163 2.4032 -1.9317 -0.298
C 3.0065 3.6199 -1.0719 -0.065
C 1.2962 3.3629 -3.7808 -0.061
C 1.7087 0.4983 -4.9290 -0.047
C 3.8319 -1.0225 -3.1334 -0.070
C 4.8760 1.1252 -1.0911 -0.150
H 3.7731 4.2894 -1.4817 0.076
H 3.3193 3.3419 -0.0626 0.058
H 2.0857 4.1920 -0.9563 0.037
H 1.6483 3.5621 -4.7989 0.069
H 1.3380 4.3050 -3.2317 0.060
H 0.2416 3.0762 -3.8657 0.068
H 1.7668 1.2314 -5.7407 0.064
H 0.6477 0.2726 -4.7742 0.072
H 2.1814 -0.4231 -5.2742 0.051
H 4.1140 -1.0901 -4.1892 0.069
H 3.1716 -1.8650 -2.9188 0.012
H 4.7411 -1.1558 -2.5428 0.065
H 5.5968 1.4679 -1.8466 0.081
H 5.1860 0.1403 -0.7421 0.039
H 4.9552 1.7921 -0.2311 0.029
O 2.2691 -2.5193 6.2953 -0.123
C 2.2703 -2.0202 5.1882 -1.070
S 3.5685 -1.0291 4.5450 0.902
C 2.8625 -0.6767 2.9674 -1.209
C 1.6585 -1.2287 2.7253 -1.163
S 0.6060 -1.0317 1.3404 0.499
S 0.9590 -2.1887 4.0262 0.906
S 3.8158 0.3454 1.9270 0.386
C -4.8792 1.8893 3.8056 -0.077
C -4.0016 1.3830 2.6916 -0.287
C -4.3553 0.2977 1.9049 -0.019
C -3.5816 -0.1414 0.8383 -0.094
C -4.0902 -1.2897 0.0629 -0.311
O -4.2171 -1.3172 -1.1469 0.082
C -4.4681 -2.5234 0.8518 -0.161
C -3.7744 -2.8716 2.0058 -0.013
C -4.0675 -4.0596 2.6623 -0.078
C -5.0700 -4.8903 2.1822 -0.106
C -5.7702 -4.5418 1.0325 -0.097
C -5.4589 -3.3693 0.3634 -0.037
C -2.3136 0.4649 0.5001 -0.382
O -1.5977 0.0644 -0.4481 -0.098
C -1.9314 1.5484 1.3976 -0.118
C -2.7652 1.9630 2.4204 -0.026
C -0.5761 2.1419 1.3170 -0.261
N -0.0039 2.5837 0.2586 0.073
C -0.7709 2.7165 -0.9653 -0.318
C -0.8906 4.1857 -1.3452 -0.501
Te -2.1913 5.3340 -0.0836 1.246
C -0.7815 5.8730 1.3870 -0.575
C -1.1219 5.7587 2.7311 -0.161
C -0.2314 6.1572 3.7187 -0.097
C 1.0151 6.6549 3.3725 -0.113
C 1.3668 6.7555 2.0333 -0.099
C 0.4690 6.3781 1.0449 -0.155
C 0.2107 2.2337 2.5925 -0.176
C -0.0515 1.3993 3.6790 -0.058
C 0.7027 1.4890 4.8375 -0.088
C 1.7302 2.4186 4.9303 -0.097
C 1.9953 3.2554 3.8576 -0.096
C 1.2408 3.1637 2.6994 -0.053
H -5.7602 1.2545 3.9217 0.063
H -5.2328 2.9082 3.6184 0.066
H -4.3532 1.9016 4.7649 0.068
H -5.2860 -0.2248 2.1178 0.118
H -2.9892 -2.2178 2.3657 0.123
H -3.5061 -4.3376 3.5456 0.100
H -5.3009 -5.8150 2.6977 0.091
H -6.5491 -5.1933 0.6540 0.091
H -5.9624 -3.0933 -0.5549 0.113
H -2.4173 2.7697 3.0623 0.116
H -1.7647 2.2764 -0.9145 0.091
H -0.2273 2.1982 -1.7609 0.102
H -1.3100 4.2941 -2.3457 0.035
H 0.0708 4.6953 -1.3293 0.009
H -2.0773 5.3300 3.0090 0.083
H -0.4996 6.0374 4.7611 0.102
H 1.7210 6.9380 4.1433 0.096
H 2.3461 7.1254 1.7540 0.099
H 0.7490 6.4730 0.0026 0.090
H -0.8208 0.6436 3.5933 0.108
H 0.5120 0.8033 5.6551 0.101
H 2.3380 2.4670 5.8261 0.095
H 2.8066 3.9715 3.9122 0.098
H 1.4453 3.8058 1.8536 0.093
C 0.0456 -5.5362 -3.6924 -0.130
C 1.0055 -4.3552 -3.5466 -0.550
C 1.1693 -3.6569 -4.9004 -0.146
P 0.7093 -3.0595 -2.2188 1.088
C -1.1145 -2.8742 -1.9507 -0.547
C -1.9178 -3.9964 -1.2986 -0.098
C -1.7747 -2.3899 -3.2437 -0.123
C 1.3395 -3.8914 -0.6774 -0.581
C 2.8138 -3.5319 -0.4849 -0.152
C 1.1583 -5.3992 -0.5093 -0.129
H 0.4133 -6.2261 -4.4613 0.068
H -0.9423 -5.1967 -4.0071 0.058
H -0.0740 -6.0967 -2.7685 0.045
H 1.9915 -4.7502 -3.2666 0.091
H 0.2278 -3.2055 -5.2214 0.063
H 1.4784 -4.3709 -5.6721 0.066
H 1.9114 -2.8602 -4.8450 0.042
H -1.1381 -2.0140 -1.2679 0.064
H -1.9015 -4.9200 -1.8802 0.056
H -2.9606 -3.6817 -1.2070 0.059
H -1.5558 -4.2152 -0.2925 0.069
H -1.8680 -3.1937 -3.9808 0.055
H -1.2003 -1.5776 -3.6960 0.062
H -2.7721 -2.0104 -3.0189 0.060
H 0.7840 -3.3774 0.1123 0.030
H 3.4459 -4.0500 -1.2164 0.069
H 3.1503 -3.8243 0.5137 0.077
H 2.9947 -2.4615 -0.6004 0.032
H 1.7302 -5.9551 -1.2588 0.064
H 0.1170 -5.7100 -0.5774 0.048
H 1.5339 -5.7037 0.4729 0.073
```

Values from the calculation:
- Net charge: -2
- Maximum force: 0.336 eV Å⁻¹
- LUMO: 3.527 eV


- Which value of maximum force does entry 4 give?
  0.336 eV Å⁻¹


- The lowest maximum force belongs to which entry?
  C51H60CdNO3PS4Te


- Look up the maximum force of the second one.
  0.815 eV Å⁻¹